1.
This record from the OMol25 dataset describes a 2-piece molecular cluster, C12H14N6O6 overall. The level of theory is ωB97M-V/def2-TZVPD.

Its SMILES is N#Cc1cc([N+](=O)[O-])cc2c1no[n+]2[O-].CC(C)(C)OC(=O)NN. The calculation puts the HOMO-LUMO gap at 0.244 Eh. As for the HOMO energy: -9.21 eV.

ORCA input file:
```
! RIJCOSX wB97M-V def2-TZVPD def2/J DEFGRID3
* xyz 0 1
N 6.41 -1.39 1.14
C 5.27 -1.56 1.34
C 3.87 -1.75 1.63
C 3.17 -1.09 2.64
C 1.77 -1.31 2.81
N 1.11 -0.75 3.95
O 1.77 -0.06 4.76
O -0.11 -0.99 4.10
C 1.04 -2.08 1.90
C 1.74 -2.76 0.91
C 3.14 -2.64 0.76
N 3.63 -3.20 -0.37
O 2.47 -3.70 -1.00
N 1.30 -3.42 -0.25
O 0.20 -3.77 -0.65
H 3.70 -0.43 3.32
H -0.04 -2.19 1.98
C -2.51 3.30 -0.77
C -1.99 2.46 -1.91
C -3.14 1.98 -2.78
C -0.99 3.24 -2.75
O -1.19 1.31 -1.41
C -1.77 0.43 -0.55
O -2.87 0.52 -0.02
N -0.93 -0.64 -0.39
N -1.27 -1.59 0.57
H -1.67 3.64 -0.15
H -3.02 4.19 -1.16
H -3.22 2.72 -0.17
H -2.77 1.35 -3.59
H -3.88 1.44 -2.18
H -3.63 2.85 -3.23
H -0.60 2.61 -3.55
H -1.47 4.13 -3.19
H -0.15 3.57 -2.12
H 0.05 -0.55 -0.66
H -2.20 -1.34 0.90
H -1.23 -2.52 0.14
*
```

How is the electron density shared among the atoms? According to natural (NBO), the charges in e are: atom 1 (N): -0.247, atom 2 (C): 0.256, atom 3 (C): -0.173, atom 4 (C): -0.117, atom 5 (C): 0.063, atom 6 (N): 0.482, atom 7 (O): -0.364, atom 8 (O): -0.358, atom 9 (C): -0.148, atom 10 (C): 0.018, atom 11 (C): 0.122, atom 12 (N): -0.068, atom 13 (O): -0.136, atom 14 (N): 0.414, atom 15 (O): -0.362, atom 16 (H): 0.273, atom 17 (H): 0.314, atom 18 (C): -0.651, atom 19 (C): 0.272, atom 20 (C): -0.645, atom 21 (C): -0.618, atom 22 (O): -0.541, atom 23 (C): 0.876, atom 24 (O): -0.665, atom 25 (N): -0.481, atom 26 (N): -0.687, atom 27 (H): 0.213, atom 28 (H): 0.216, atom 29 (H): 0.250, atom 30 (H): 0.215, atom 31 (H): 0.235, atom 32 (H): 0.219, atom 33 (H): 0.217, atom 34 (H): 0.217, atom 35 (H): 0.217, atom 36 (H): 0.394, atom 37 (H): 0.403, atom 38 (H): 0.377

=====

2.
This record from the OMol25 dataset describes a 2-piece molecular cluster, C12H14O3 overall. The level of theory is ωB97M-V/def2-TZVPD.

The calculation puts the HOMO-LUMO gap (alpha / beta) at 0.252 / 0.252 Eh. The relative energy (zero: lowest compared OMol25 entry of this formula, charge and spin) is 4.5347 eV. As for the HOMO energy (alpha / beta): -8.36 / -8.36 eV.

ORCA input file:
```
! RIJCOSX wB97M-V def2-TZVPD def2/J DEFGRID3
* xyz 0 1
C -3.08 2.22 -0.18
C -2.03 2.95 0.38
C -2.89 0.84 -0.28
C -0.85 2.46 0.81
C -1.66 0.27 -0.01
C -0.65 1.05 0.67
C 0.59 -0.20 -1.91
C 0.50 0.39 0.97
C 1.30 -0.71 1.52
C 0.08 0.16 -3.35
C 0.83 -1.44 2.73
C 2.31 -1.23 0.62
O 0.22 -1.23 -1.34
O 1.50 0.71 1.80
O 1.29 0.74 -1.42
H -3.95 2.70 -0.58
H -2.14 4.02 0.21
H -3.70 0.06 -0.45
H -0.10 3.10 1.16
H -1.45 -0.76 -0.27
H -0.92 -0.11 -3.22
H 0.65 -0.58 -3.91
H 0.50 1.16 -3.46
H 1.60 -1.82 3.42
H 0.33 -2.32 2.34
H 0.19 -0.66 3.31
H 1.89 -2.09 0.16
H 3.19 -1.56 1.16
H 2.47 -0.46 -0.07
*
```

How is the electron density shared among the atoms? According to natural (NBO), the charges in e are: atom 1 (C): -0.128, atom 2 (C): -0.234, atom 3 (C): -0.236, atom 4 (C): -0.095, atom 5 (C): -0.079, atom 6 (C): -0.230, atom 7 (C): 0.797, atom 8 (C): 0.669, atom 9 (C): 0.215, atom 10 (C): -0.744, atom 11 (C): -0.639, atom 12 (C): -0.646, atom 13 (O): -0.770, atom 14 (O): -0.426, atom 15 (O): -0.748, atom 16 (H): 0.225, atom 17 (H): 0.219, atom 18 (H): 0.229, atom 19 (H): 0.229, atom 20 (H): 0.277, atom 21 (H): 0.222, atom 22 (H): 0.221, atom 23 (H): 0.238, atom 24 (H): 0.238, atom 25 (H): 0.237, atom 26 (H): 0.225, atom 27 (H): 0.252, atom 28 (H): 0.209, atom 29 (H): 0.270

=====

3.
This record from the OMol25 dataset describes C12H15BCaCl2N6O2 as an isolated structure. The level of theory is ωB97M-V/def2-TZVPD.

The calculation puts the HOMO-LUMO gap at 0.152 Eh. As for the HOMO energy: -6.03 eV.

ORCA input file:
```
! RIJCOSX wB97M-V def2-TZVPD def2/J DEFGRID3
* xyz 0 1
H 1.28 -2.93 1.39
N 1.07 -1.25 -0.01
B 1.30 0.36 -1.99
N 1.65 -0.99 -1.22
C 2.45 -2.01 -1.55
Ca -0.19 0.50 1.29
H 2.89 -2.00 -2.55
C 2.48 -2.93 -0.54
H 3.05 -3.85 -0.51
C 1.64 -2.41 0.55
H 1.92 0.52 -2.97
C -1.60 2.13 1.12
H -2.15 2.34 2.15
H -2.34 1.31 0.70
H -1.55 3.10 0.62
N 1.66 1.53 -0.99
N -0.23 0.28 -2.15
N 1.21 1.52 0.36
N -0.98 0.15 -0.99
C 2.30 2.67 -1.22
C -1.03 0.07 -3.21
H 2.67 2.98 -2.22
H -0.61 0.04 -4.19
C 2.30 3.42 -0.03
C -2.33 -0.11 -2.77
C 1.65 2.68 0.92
C -2.25 -0.02 -1.37
H 2.69 4.39 0.14
H -3.23 -0.27 -3.36
H 1.35 2.92 1.96
H -3.06 -0.07 -0.63
H 2.00 -1.45 1.29
Cl -2.08 -3.69 3.75
C -2.79 -2.14 3.39
Cl -3.16 -1.16 4.82
C -1.71 -1.39 2.55
O -2.04 -0.69 1.56
O -0.51 -1.34 3.07
H -3.72 -2.24 2.83
*
```

How is the electron density shared among the atoms? According to natural (NBO), the charges in e are: atom 1 (H): 0.325, atom 2 (N): -0.119, atom 3 (B): 0.559, atom 4 (N): -0.232, atom 5 (C): 0.018, atom 6 (Ca): 1.693, atom 7 (H): 0.252, atom 8 (C): -0.222, atom 9 (H): 0.250, atom 10 (C): -0.304, atom 11 (H): -0.026, atom 12 (C): -1.388, atom 13 (H): 0.180, atom 14 (H): 0.185, atom 15 (H): 0.191, atom 16 (N): -0.331, atom 17 (N): -0.364, atom 18 (N): -0.477, atom 19 (N): -0.367, atom 20 (C): 0.027, atom 21 (C): -0.015, atom 22 (H): 0.229, atom 23 (H): 0.211, atom 24 (C): -0.355, atom 25 (C): -0.360, atom 26 (C): 0.002, atom 27 (C): 0.001, atom 28 (H): 0.230, atom 29 (H): 0.231, atom 30 (H): 0.237, atom 31 (H): 0.246, atom 32 (H): 0.423, atom 33 (Cl): 0.003, atom 34 (C): -0.328, atom 35 (Cl): 0.001, atom 36 (C): 0.739, atom 37 (O): -0.759, atom 38 (O): -0.825, atom 39 (H): 0.238

=====

Record order is preserved below.
Maximum force: 0.065 0.074 0.148 Eh/bohr
Record order is preserved below.
DFT total energy: -1245.364645 -691.237051 -2568.046234 Ha